C32H53F6O27P2 | ωB97M-V/def2-TZVPD

HOMO energy   -5.51 eV
Kohn-Sham gap   7.44 eV
Molar mass   1045.685 g/mol
Total charge   -1

CARTESIAN COORDINATES (ANGSTROEM)
C (-0.79805, -1.18999, -0.06945)
C (-1.55882, 0.03652, 0.46480)
O (-2.78151, 0.36690, -0.09802)
H (-0.03978, -1.57984, 0.61647)
H (-0.40993, -1.05475, -1.08240)
H (-1.49230, -2.04200, -0.10517)
H (-0.87086, 0.90269, 0.42101)
H (-1.81786, -0.25184, 1.50764)
C (-3.15712, 3.68973, -0.05698)
C (-2.46079, 3.34192, -1.38750)
O (-1.12678, 3.81089, -1.19044)
C (-1.10097, 4.65690, -0.11644)
O (-0.15373, 5.28723, 0.23788)
O (-2.28807, 4.67843, 0.45336)
F (-3.00221, 4.06164, -2.42835)
H (-3.11106, 2.77523, 0.54247)
H (-4.16943, 4.06364, -0.16637)
H (-2.45594, 2.29576, -1.68566)
C (-5.52120, 1.12928, 3.10336)
C (-4.05364, 1.35513, 3.36026)
O (-3.91421, 0.78340, 4.67030)
C (-5.07936, 0.87231, 5.29510)
O (-5.29540, 0.55730, 6.42621)
O (-6.05032, 1.24154, 4.42561)
F (-3.78179, 2.69062, 3.37192)
H (-5.76771, 0.16040, 2.66748)
H (-6.01975, 1.91127, 2.53488)
H (-3.37075, 0.88427, 2.65227)
C (-4.08084, -3.23209, 1.64791)
C (-5.44354, -2.85947, 2.19667)
O (-5.93584, -1.99524, 1.16550)
C (-5.33068, -2.38052, 0.01646)
O (-5.60729, -1.98660, -1.06585)
O (-4.40281, -3.31738, 0.25825)
F (-5.35035, -2.24992, 3.39038)
H (-3.68348, -4.19502, 1.96141)
H (-3.31173, -2.45840, 1.74038)
H (-6.08312, -3.74670, 2.19874)
C (-5.65600, 1.34748, -1.75132)
C (-6.66550, 1.52533, -0.61397)
O (-7.83307, 1.89231, -1.28171)
C (-7.49472, 2.37200, -2.51543)
O (-8.26565, 2.82839, -3.28816)
O (-6.18813, 2.23348, -2.72289)
F (-6.27476, 2.53768, 0.22382)
H (-5.70770, 0.31590, -2.10144)
H (-4.65985, 1.55788, -1.36285)
H (-6.66219, 0.57527, -0.08028)
C (-2.67469, -1.84743, -2.85265)
C (-2.62018, -0.45041, -3.42866)
O (-3.79485, -0.32329, -4.18391)
C (-4.39588, -1.54732, -4.27170)
O (-5.50382, -1.76826, -4.62374)
O (-3.52705, -2.46243, -3.82249)
F (-1.58835, -0.30122, -4.33879)
H (-3.05256, -1.90766, -1.83384)
H (-1.72374, -2.37432, -2.91122)
H (-2.59005, 0.34016, -2.67830)
C (1.59580, 2.90503, -2.22603)
C (0.96216, 1.53741, -2.02747)
O (2.03439, 0.62807, -2.25945)
C (3.19518, 1.27105, -2.34003)
O (4.24177, 0.76783, -2.61066)
O (2.99817, 2.59538, -2.23469)
F (-0.00250, 1.30085, -2.94668)
H (1.32757, 3.50578, -1.36084)
H (1.29123, 3.36886, -3.16101)
H (0.55806, 1.41381, -1.02276)
C (7.45666, -1.35743, -1.36572)
C (5.98544, -1.74394, -1.60626)
O (5.72490, -2.23501, -2.91406)
P (5.26912, -3.74544, -3.12784)
O (4.95668, -4.03512, -4.53718)
O (6.49801, -4.58588, -2.53763)
C (7.78293, -4.50183, -3.13399)
C (8.20394, -5.88515, -3.60547)
O (4.13226, -4.03977, -2.05366)
C (2.75867, -3.83808, -2.41369)
C (2.12767, -2.93078, -1.36543)
H (7.92443, -0.93130, -2.25018)
H (7.47368, -0.63899, -0.54423)
H (8.03163, -2.20255, -0.98487)
H (5.74591, -2.51426, -0.86535)
H (5.33264, -0.91632, -1.33785)
H (7.81260, -3.79500, -3.96759)
H (8.50552, -4.11489, -2.41340)
H (8.03225, -6.56022, -2.76502)
H (7.60758, -6.24276, -4.44343)
H (9.25621, -5.89837, -3.88918)
H (2.59727, -3.42546, -3.41163)
H (2.28273, -4.81993, -2.42992)
H (2.08497, -3.52617, -0.45249)
H (2.70107, -2.01456, -1.23595)
H (1.12673, -2.64977, -1.69065)
C (-0.57054, 2.30414, 4.75098)
C (0.11297, 2.51829, 3.41191)
O (1.52297, 2.32884, 3.61814)
P (2.44219, 2.46263, 2.34160)
O (1.80916, 2.87175, 1.08374)
O (3.58824, 3.49866, 2.81382)
C (4.50944, 3.24546, 3.86918)
C (3.94696, 3.88525, 5.14011)
O (3.29374, 1.11661, 2.23358)
C (2.73398, -0.05075, 1.62657)
C (3.68527, -1.20514, 1.81824)
H (-1.65128, 2.39780, 4.68128)
H (-0.42540, 1.23934, 4.98165)
H (-0.09166, 2.85608, 5.55499)
H (-0.36071, 1.95979, 2.60584)
H (-0.01099, 3.59177, 3.22270)
H (4.72330, 2.17878, 3.94679)
H (5.43466, 3.76026, 3.60697)
H (3.76591, 4.94076, 4.93439)
H (2.97447, 3.45729, 5.39151)
H (4.52500, 3.80725, 6.06234)
H (1.81190, -0.37095, 2.11974)
H (2.54314, 0.17044, 0.57607)
H (3.77784, -1.45352, 2.87971)
H (3.34241, -2.13483, 1.35898)
H (4.71144, -1.07786, 1.46685)

Results of the Mulliken charge analysis, in e, for atoms 1 through 99: C -1.210; C 1.100; O -0.196; H 0.551; H -0.098; H 0.378; H -1.153; H -0.077; C 0.029; C 1.689; O -0.297; C 0.540; O -0.548; O -0.448; F -0.423; H 0.010; H 0.276; H -0.925; C 0.273; C 1.398; O -0.391; C 0.635; O -0.573; O -0.447; F -0.348; H -0.134; H 0.203; H -0.613; C 0.046; C 0.115; O -0.240; C 0.651; O -0.487; O -0.317; F -0.239; H 0.307; H -0.107; H 0.271; C 0.489; C 0.730; O -0.382; C 0.507; O -0.550; O -0.335; F -0.332; H -0.094; H -0.310; H 0.126; C 0.281; C 2.281; O -0.390; C 0.649; O -0.529; O -0.442; F -0.377; H -0.303; H 0.078; H -1.159; C 0.009; C 1.396; O -0.283; C 0.620; O -0.603; O -0.359; F -0.278; H 0.052; H 0.240; H -0.754; C -1.540; C 0.314; O -0.256; P 0.902; O -0.761; O -0.304; C -0.075; C -1.309; O -0.242; C -0.780; C 0.195; H 0.328; H 0.424; H 0.298; H 0.318; H 0.183; H 0.356; H 0.212; H 0.299; H 0.303; H 0.386; H 0.461; H 0.313; H 0.312; H -0.061; H -0.243; C -1.546; C 0.785; O -0.153; P 0.350; O -0.320

=====

C2H8N6 | ωB97M-V/def2-TZVPD

HOMO energy   -18.49 eV
Relative energy (zero: lowest compared OMol25 entry of this formula, charge and spin)   2.989 eV
Kohn-Sham gap   10.42 eV
Molar mass   116.128 g/mol
Total charge   +2

CARTESIAN COORDINATES (ANGSTROEM)
C (1.30006, 1.07362, 0.91528)
C (-1.17406, 0.37435, -0.91066)
N (1.66632, 2.05089, 1.43977)
N (-1.60151, -0.60940, -0.38677)
N (0.81115, 0.23208, 0.18381)
N (-1.00683, 1.34865, -1.70068)
N (-1.68650, -1.60078, 0.48200)
N (1.33922, -1.10676, 0.06701)
H (1.91794, 2.48874, 2.31268)
H (-1.84104, 1.90098, -2.10738)
H (-0.05397, 1.75246, -1.98319)
H (-1.87949, -1.22043, 1.45016)
H (-2.36320, -2.19919, 0.16367)
H (1.51127, -1.35006, -0.93168)
H (0.77350, -1.80225, 0.60037)
H (2.28714, -1.33287, 0.40563)

Charge distribution, natural (NBO) scheme, values in e: C 0.665; C 0.696; N -0.497; N -0.151; N -0.485; N -0.791; N -0.588; N -0.527; H 0.489; H 0.492; H 0.476; H 0.415; H 0.419; H 0.465; H 0.468; H 0.453

=====

C5H10N2O2 | ωB97M-V/def2-TZVPD

HOMO energy   -8.97 eV
SMILES string   C[C@@H](CC=O)/N=C\NO
Relative energy (zero: lowest compared OMol25 entry of this formula, charge and spin)   4.544 eV
Kohn-Sham gap   9.74 eV
Molar mass   130.147 g/mol
Total charge   0

CARTESIAN COORDINATES (ANGSTROEM)
C (-2.24971, -0.09423, 0.93880)
C (-1.51013, 0.40060, -0.34739)
C (-0.48926, 1.55679, -0.04447)
C (0.89921, 1.46108, -0.58227)
O (1.88234, 1.40579, 0.15974)
N (-1.01587, -0.81820, -1.01555)
C (0.12578, -1.45011, -0.90982)
N (1.24533, -1.42819, -0.07381)
O (1.05371, -0.94098, 1.27732)
H (-3.05048, 0.55079, 1.30351)
H (-1.50973, -0.16936, 1.80095)
H (-2.48696, -1.16256, 0.84297)
H (-2.22669, 0.75584, -1.06331)
H (-0.98694, 2.47915, -0.29185)
H (-0.32756, 1.56464, 0.99245)
H (1.18565, 1.40938, -1.60966)
H (0.38433, -2.14073, -1.70673)
H (1.63942, -2.38636, 0.17624)
H (1.62889, -0.13926, 1.35534)

Charge distribution, natural (NBO) scheme, values in e: C -0.625; C -0.043; C -0.538; C 0.451; O -0.567; N -0.493; C 0.252; N -0.358; O -0.602; H 0.211; H 0.215; H 0.232; H 0.197; H 0.240; H 0.231; H 0.141; H 0.172; H 0.387; H 0.498

=====

C20H20I2N4O5W | ωB97M-V/def2-TZVPD

HOMO energy   -14.31 eV
Relative energy (zero: lowest compared OMol25 entry of this formula, charge and spin)   0.610 eV
Kohn-Sham gap   5.96 eV
Molar mass   834.051 g/mol
Total charge   +2

CARTESIAN COORDINATES (ANGSTROEM)
W (-0.10822, -0.01083, -0.08289)
O (-1.66901, -0.15841, -1.27864)
C (-2.67924, 0.70802, -1.38694)
C (-3.98096, 0.23965, -1.54173)
C (-5.01320, 1.15047, -1.61082)
C (-4.77443, 2.53568, -1.58064)
C (-3.49071, 3.00356, -1.49237)
C (-2.41710, 2.09744, -1.36903)
C (-1.07709, 2.53164, -1.50941)
N (-0.02762, 1.79645, -1.25570)
C (1.24263, 2.18523, -1.89987)
C (1.87304, 0.85699, -2.27870)
N (1.88824, 0.13178, -0.99514)
C (3.05780, -0.01135, -0.43676)
C (3.32318, -0.23643, 0.93717)
C (4.63465, -0.45861, 1.39297)
C (4.88537, -0.51665, 2.74253)
C (3.84167, -0.30996, 3.65402)
C (2.54752, -0.06649, 3.23044)
C (2.29247, -0.05605, 1.86938)
O (1.04874, 0.13763, 1.40686)
H (-4.16388, -0.82637, -1.56543)
H (-6.03034, 0.79072, -1.69260)
H (-5.60456, 3.22430, -1.64551)
H (-3.28809, 4.06717, -1.50318)
H (-0.91123, 3.51369, -1.94976)
H (1.88237, 2.72476, -1.19869)
H (1.05322, 2.81013, -2.77122)
H (2.87789, 0.96839, -2.68386)
H (1.25085, 0.34048, -3.01248)
H (3.92555, 0.12958, -1.08075)
H (5.43509, -0.58221, 0.67375)
H (5.88636, -0.70060, 3.10563)
H (4.05259, -0.33692, 4.71494)
H (1.74178, 0.09709, 3.93268)
N (0.11443, -1.90735, -1.23784)
C (-0.94326, -2.90884, -0.92769)
C (-1.72325, -2.45620, 0.28485)
O (-2.76942, -2.93977, 0.60440)
N (-1.03570, -1.45731, 0.99111)
C (-1.69999, -0.98101, 2.19635)
C (-2.15669, 0.44429, 1.91440)
O (-3.06779, 1.04221, 2.34678)
O (-1.26971, 1.01595, 0.97271)
H (0.03140, -1.64090, -2.21672)
H (1.03958, -2.31142, -1.09542)
H (-0.48717, -3.87168, -0.70163)
H (-1.61357, -3.02932, -1.77387)
H (-1.00727, -0.95271, 3.03973)
H (-2.55721, -1.59961, 2.45212)
I (1.64731, -3.49843, 1.59998)
I (3.99304, -4.71782, 1.71253)

Charge distribution, natural (NBO) scheme, values in e: W 2.309; O -0.703; C 0.448; C -0.275; C -0.092; C -0.194; C -0.113; C -0.220; C 0.259; N -0.547; C -0.231; C -0.227; N -0.553; C 0.246; C -0.212; C -0.115; C -0.202; C -0.098; C -0.240; C 0.371; O -0.642; H 0.249; H 0.250; H 0.253; H 0.240; H 0.224; H 0.228; H 0.237; H 0.239; H 0.213; H 0.219; H 0.240; H 0.253; H 0.251; H 0.250; N -0.784; C -0.338; C 0.680; O -0.506; N -0.670; C -0.358; C 0.792; O -0.432; O -0.672; H 0.430; H 0.438; H 0.268; H 0.263; H 0.252; H 0.288; I -0.066; I 0.101